Formula: C19H22BrFNO3PS
Source: OMol25
Level of theory: ωB97M-V/def2-TZVPD

Computed properties:
Largest force on an atom (Eh/bohr): 0.05113
Orbital gap (eV): 8.471
E (eV): -120575.0418

```
! wB97M-V def2-TZVPD RIJCOSX def2/J DEFGRID3
* xyz 0 1
C -3.0846 -3.4356 0.4614
P -4.0350 -1.9983 1.1204
O -4.6707 -1.3080 -0.2290
N -2.8702 -0.7826 1.7036
Br -2.6832 -0.8168 3.5501
S -1.3614 -0.7563 0.9812
O -0.5173 -1.7961 1.3993
O -0.8020 0.5095 1.1602
F -1.7275 -0.9113 -0.4953
H -3.1074 -3.4319 -0.6265
H -2.0805 -3.5301 0.8569
H -3.6387 -4.3112 0.7815
H -4.6496 -2.0037 -0.9143
C -0.4973 -0.9187 -3.5200
C 0.6042 -1.0514 -4.3537
C 0.4379 -1.0393 -5.7308
C -0.8293 -0.8845 -6.2760
C -1.9301 -0.7484 -5.4434
C -1.7645 -0.7704 -4.0655
H -0.3676 -0.9319 -2.4479
H 1.5930 -1.1630 -3.9282
H 1.2967 -1.1485 -6.3804
H -0.9581 -0.8699 -7.3505
H -2.9181 -0.6263 -5.8683
H -2.6251 -0.6702 -3.4152
C 1.6390 0.8069 7.2729
C 2.4761 1.1146 6.2098
C 2.0994 0.7955 4.9128
C 0.8811 0.1757 4.6768
C 0.0449 -0.1279 5.7405
C 0.4225 0.1829 7.0386
H 1.9347 1.0535 8.2844
H 3.4242 1.6038 6.3925
H 2.7551 1.0304 4.0844
H 0.5845 -0.0695 3.6640
H -0.9055 -0.6111 5.5557
H -0.2306 -0.0598 7.8671
C 3.2826 2.7639 -2.8605
C 2.0546 2.2325 -3.2311
C 1.1159 1.9275 -2.2566
C 1.3972 2.1540 -0.9212
C 2.6222 2.6870 -0.5473
C 3.5671 2.9895 -1.5187
H 4.0196 3.0021 -3.6168
H 1.8300 2.0562 -4.2757
H 0.1571 1.5071 -2.5283
H 0.6480 1.9134 -0.1792
H 2.8405 2.8653 0.4978
H 4.5262 3.4011 -1.2314
*
```


Formula: C19H22BrN5O7P2V
Source: OMol25
Level of theory: ωB97M-V/def2-TZVPD

Computed properties:
Largest force on an atom (Eh/bohr): 0.07234
Orbital gap (spin up / spin down) (eV): 6.197 / 6.194
E (eV): -156131.2959

```
! wB97M-V def2-TZVPD RIJCOSX def2/J DEFGRID3
* xyz 3 1
V 0.5709 0.4759 0.9107
O 1.5069 -3.2261 1.3961
C 1.0612 -2.2607 0.8667
N 1.6328 -0.9467 1.0139
C 3.0062 -0.9338 1.4798
C 3.0189 -0.0416 2.6745
C 3.9140 -0.1334 3.7219
C 3.8110 0.8006 4.7441
C 2.8414 1.7907 4.6709
C 1.9786 1.8066 3.5918
N 2.0691 0.8925 2.6252
C -0.0807 -2.2070 -0.0706
C -0.7250 -3.3246 -0.5576
C -1.7276 -3.1319 -1.5039
C -2.0291 -1.8411 -1.9088
C -1.3415 -0.7656 -1.3537
N -0.3781 -0.9594 -0.4584
H 3.3576 -1.9394 1.6935
H 3.6489 -0.4867 0.7116
H 4.6648 -0.9111 3.7318
H 4.4875 0.7511 5.5872
H 2.7460 2.5379 5.4452
H 1.2193 2.5654 3.5017
H -0.4352 -4.3050 -0.2027
H -2.2549 -3.9789 -1.9227
H -2.7868 -1.6547 -2.6572
H -1.5531 0.2540 -1.6422
N -3.4685 2.1958 1.6077
C -2.1160 2.3814 2.2667
C -2.1856 3.4041 3.3917
P -0.9455 2.7708 0.8619
O -0.9057 4.3206 0.6743
O 0.4658 2.2496 1.2591
O -1.5102 2.0723 -0.3107
P -1.5269 0.7526 2.9533
O -2.9171 0.0277 3.1814
O -0.6098 0.8435 4.0775
O -0.8917 0.0354 1.6913
H -4.0698 3.0153 1.7278
H -3.9594 1.3845 2.0020
H -3.3150 2.0437 0.5942
H -2.6027 4.3518 3.0457
H -1.1928 3.5936 3.7992
H -2.7955 3.0369 4.2195
H -0.4727 4.9285 1.2960
H -3.0254 -0.4359 4.0336
Br 3.3789 1.9512 -5.0506
C 2.6548 1.5504 -3.3865
C 2.1755 2.5491 -2.5430
C 1.6398 2.2053 -1.3253
N 1.5521 0.9304 -0.8742
C 2.0363 -0.0286 -1.7040
C 2.5843 0.2295 -2.9321
H 2.2259 3.5893 -2.8333
H 1.2925 2.9904 -0.6774
H 2.0002 -1.0518 -1.3681
H 2.9618 -0.5840 -3.5360
*
```


Formula: C19H22Cl2N2O4
Source: OMol25
Level of theory: ωB97M-V/def2-TZVPD

Computed properties:
Largest force on an atom (Eh/bohr): 0.06019
Orbital gap (eV): 8.489
E (eV): -56275.4740
Structure (SMILES): C[C@H](NCCc1cc(Cl)c(NCC(=O)O)cc1Cl)[C@H](O)c1ccc(O)cc1

```
! wB97M-V def2-TZVPD RIJCOSX def2/J DEFGRID3
* xyz 0 1
C 0.7242 -1.1266 -3.6943
C 1.2557 -0.6126 -2.3345
N 2.7220 -0.3108 -2.4566
C 3.5393 0.2211 -1.3359
C 3.1442 1.6384 -0.8666
C 1.9113 1.6964 0.0682
C 0.7807 2.2595 -0.4350
C -0.3892 2.3098 0.3333
Cl -1.7756 2.9628 -0.4192
C -0.4526 1.7721 1.6298
N -1.6286 1.8785 2.3907
C -1.6378 2.0803 3.8412
C -2.8529 2.8838 4.3576
O -3.7717 3.2165 3.6088
O -2.7806 3.2396 5.6305
C 0.6998 1.1948 2.1227
C 1.8789 1.1875 1.3790
Cl 3.2467 0.3265 2.0705
C 1.0588 -1.7004 -1.2145
O 2.0120 -2.7635 -1.5123
C -0.3417 -2.2230 -0.9488
C -1.2590 -1.3524 -0.3148
C -2.5314 -1.8268 -0.0664
C -2.9456 -3.0949 -0.4361
O -4.1984 -3.4647 -0.2137
C -2.0730 -3.9345 -1.1291
C -0.7434 -3.5036 -1.3784
H -0.3459 -1.2840 -3.7013
H 0.9051 -0.4363 -4.5313
H 1.2961 -2.0274 -3.9376
H 0.7416 0.3077 -2.0930
H 2.9444 0.1672 -3.3209
H 3.4555 -0.4553 -0.4948
H 4.5644 0.1622 -1.6686
H 4.0031 2.0038 -0.2997
H 2.9885 2.2610 -1.7545
H 0.7232 2.6976 -1.4094
H -2.4176 2.2739 1.8817
H -0.7291 2.6310 4.1379
H -1.5944 1.1288 4.4022
H -3.6174 3.7258 5.7885
H 0.6412 0.7191 3.0844
H 1.3513 -1.1798 -0.3143
H 2.7996 -2.3075 -1.8540
H -0.9870 -0.3632 0.0424
H -3.2401 -1.1770 0.4675
H -4.6152 -2.8134 0.3775
H -2.4241 -4.8694 -1.5282
H -0.0351 -4.1183 -1.9506
*
```


Formula: C19H22F4N2O2S
Source: OMol25
Level of theory: ωB97M-V/def2-TZVPD

Computed properties:
Largest force on an atom (Eh/bohr): 0.00345
Orbital gap (eV): 8.980
E (eV): -48843.1354
Structure (SMILES): C[C@@](F)(C(=O)N[C@H]1CN(C(=O)C2CCSCC2)Cc2ccccc21)C(F)(F)F

```
! wB97M-V def2-TZVPD RIJCOSX def2/J DEFGRID3
* xyz 0 1
C -1.3188 -4.1928 0.9591
C -0.9900 -2.7523 1.2638
F -0.5132 -2.6412 2.5677
C 0.0620 -2.1934 0.2861
O -0.0172 -2.4399 -0.9035
N 1.0047 -1.4212 0.8487
C 1.9495 -0.6378 0.0533
C 1.2451 0.3635 -0.8552
N 0.6079 1.3920 -0.0631
C -0.6612 1.8769 -0.2602
O -1.0420 2.8692 0.3367
C -1.5575 1.1731 -1.2685
C -3.0254 1.4519 -0.9477
C -3.9640 0.7235 -1.8991
S -3.7680 1.2475 -3.6196
C -1.9935 0.9380 -3.7561
C -1.1913 1.6581 -2.6811
C 1.4998 2.1956 0.7561
C 2.6521 1.4062 1.3259
C 3.5228 2.0435 2.2088
C 4.5967 1.3694 2.7590
C 4.8238 0.0370 2.4310
C 3.9689 -0.6010 1.5524
C 2.8853 0.0758 0.9956
C -2.2396 -1.8611 1.2319
F -3.1393 -2.2696 2.1319
F -1.9282 -0.5882 1.5161
F -2.8192 -1.8868 0.0266
H -1.6438 -4.2783 -0.0750
H -0.4217 -4.7948 1.0938
H -2.0983 -4.5491 1.6293
H 0.9400 -1.2309 1.8359
H 2.5120 -1.3302 -0.5780
H 1.9985 0.8028 -1.5217
H 0.5220 -0.1591 -1.4693
H -1.3973 0.0908 -1.2213
H -3.2340 1.1380 0.0773
H -3.2044 2.5264 -0.9926
H -3.8178 -0.3574 -1.8388
H -5.0037 0.9289 -1.6443
H -1.8091 -0.1390 -3.7101
H -1.7036 1.2805 -4.7494
H -1.3762 2.7337 -2.7412
H -0.1255 1.5015 -2.8715
H 1.8938 3.0367 0.1700
H 0.9120 2.6338 1.5606
H 3.3464 3.0818 2.4657
H 5.2598 1.8802 3.4449
H 5.6647 -0.4946 2.8561
H 4.1364 -1.6378 1.2830
*
```


Formula: C19H22N2O2
Source: OMol25
Level of theory: ωB97M-V/def2-TZVPD

Computed properties:
Largest force on an atom (Eh/bohr): 0.01457
Orbital gap (eV): 8.309
E (eV): -27136.2846
Structure (SMILES): Cc1[nH]c2ccccc2c1C(=O)C(=O)NCCC1=CCCCC1

```
! wB97M-V def2-TZVPD RIJCOSX def2/J DEFGRID3
* xyz 0 1
C -3.3784 -0.1633 1.1794
C -2.0299 -0.2639 1.7895
N -1.8557 0.0526 3.0977
C -0.5623 -0.1947 3.4873
C 0.0657 -0.0038 4.7080
C 1.3984 -0.3544 4.7950
C 2.0840 -0.8731 3.6958
C 1.4614 -1.0600 2.4792
C 0.1165 -0.7234 2.3713
C -0.8298 -0.7451 1.2818
C -0.4844 -1.2095 -0.0372
O 0.4220 -2.0075 -0.2496
C -1.1708 -0.5862 -1.2619
O -1.8306 0.4365 -1.2298
N -0.8950 -1.2928 -2.3707
C -1.0545 -0.7674 -3.7013
C 0.2871 -0.2602 -4.2594
C 0.8934 0.7544 -3.3214
C 0.4509 2.0036 -3.2829
C 0.9432 3.0469 -2.3304
C 2.2537 2.6350 -1.6672
C 2.1562 1.1871 -1.2031
C 1.9881 0.2696 -2.4104
H -4.0798 0.2889 1.8774
H -3.3325 0.4340 0.2719
H -3.7439 -1.1530 0.9063
H -2.5823 0.4072 3.6988
H -0.4660 0.4049 5.5546
H 1.9219 -0.2230 5.7302
H 3.1263 -1.1333 3.8063
H 1.9893 -1.4639 1.6303
H -0.2386 -2.0550 -2.2360
H -1.4687 -1.5442 -4.3515
H -1.7616 0.0619 -3.6275
H 0.1014 0.1844 -5.2387
H 0.9677 -1.1047 -4.3874
H -0.3458 2.3143 -3.9463
H 1.0642 3.9990 -2.8545
H 0.1724 3.1943 -1.5659
H 2.4694 3.2933 -0.8233
H 3.0721 2.7272 -2.3852
H 3.0467 0.9019 -0.6394
H 1.2920 1.0776 -0.5435
H 1.7768 -0.7462 -2.0689
H 2.9256 0.2291 -2.9775
*
```


Formula: C19H22N2O3S
Source: OMol25
Level of theory: ωB97M-V/def2-TZVPD

Computed properties:
Largest force on an atom (Eh/bohr): 0.02033
Orbital gap (eV): 9.465
E (eV): -40018.2888
Structure (SMILES): O=C(c1ccccc1NS(=O)(=O)c1ccccc1)N1CCCCCC1

```
! wB97M-V def2-TZVPD RIJCOSX def2/J DEFGRID3
* xyz 0 1
O 2.0628 -0.9459 -0.1833
C 1.5673 0.0766 -0.6383
C 1.2133 1.1930 0.3058
C 2.2929 1.8784 0.8559
C 2.1134 2.8868 1.7833
C 0.8305 3.2139 2.1891
C -0.2493 2.5241 1.6761
C -0.0778 1.5066 0.7358
N -1.2117 0.8735 0.2261
S -1.4976 -0.7933 0.1442
O -2.9196 -0.8520 -0.0377
O -0.6732 -1.3828 -0.8598
C -1.0813 -1.3667 1.7816
C -2.0808 -1.3272 2.7345
C -1.7900 -1.7167 4.0308
C -0.5065 -2.1327 4.3518
C 0.4839 -2.1659 3.3831
C 0.2002 -1.7803 2.0814
N 1.4559 0.3039 -1.9560
C 0.9879 1.5490 -2.5154
C -0.4988 1.5294 -2.8902
C -0.7928 0.7853 -4.1882
C -0.3242 -0.6674 -4.1564
C 1.1994 -0.7930 -4.2034
C 1.8485 -0.7941 -2.8260
H 3.2878 1.6082 0.5338
H 2.9653 3.4120 2.1865
H 0.6696 3.9995 2.9120
H -1.2517 2.7724 1.9967
H -2.0738 1.3004 0.5336
H -3.0695 -1.0111 2.4406
H -2.5604 -1.6971 4.7869
H -0.2797 -2.4354 5.3634
H 1.4806 -2.4924 3.6368
H 0.9555 -1.7926 1.3099
H 1.5938 1.7816 -3.3963
H 1.1564 2.3353 -1.7737
H -0.8428 2.5624 -2.9829
H -1.0516 1.0576 -2.0780
H -0.3170 1.3033 -5.0267
H -1.8714 0.8073 -4.3577
H -0.7506 -1.1854 -5.0182
H -0.6958 -1.1495 -3.2512
H 1.4725 -1.7418 -4.6703
H 1.6165 0.0009 -4.8279
H 2.9418 -0.7852 -2.9351
H 1.5714 -1.7083 -2.2937
*
```


Formula: C19H22N2O4S
Source: OMol25
Level of theory: ωB97M-V/def2-TZVPD

Computed properties:
Largest force on an atom (Eh/bohr): 0.01633
Orbital gap (eV): 8.771
E (eV): -42065.7081
Structure (SMILES): CCS(=O)(=O)N1Cc2ccccc2C[C@@H]1C(=O)Nc1ccc(OC)cc1

```
! wB97M-V def2-TZVPD RIJCOSX def2/J DEFGRID3
* xyz 0 1
C -0.2597 2.2644 3.1518
C -0.9232 2.0531 1.8100
S 0.3407 2.3640 0.5361
O 1.4779 1.5154 0.7600
O 0.5507 3.7820 0.4915
N -0.2778 1.9160 -0.9310
C -1.3995 2.6687 -1.4491
C -1.3958 2.5986 -2.9474
C -1.5677 3.6994 -3.7690
C -1.5434 3.5431 -5.1452
C -1.3336 2.2916 -5.6990
C -1.1482 1.1904 -4.8798
C -1.1851 1.3381 -3.5030
C -1.0010 0.2046 -2.5433
C 0.0029 0.5904 -1.4451
C -0.1089 -0.4277 -0.3040
O -1.1688 -0.5705 0.2803
N 1.0164 -1.1279 -0.0618
C 1.2552 -2.0600 0.9595
C 2.5741 -2.4526 1.1864
C 2.8713 -3.3801 2.1584
C 1.8565 -3.9446 2.9344
O 2.2570 -4.8534 3.8672
C 1.2803 -5.4516 4.6838
C 0.5425 -3.5534 2.7085
C 0.2452 -2.6215 1.7280
H -0.9647 2.1052 3.9653
H 0.5703 1.5699 3.2581
H 0.1308 3.2779 3.2101
H -1.2837 1.0382 1.6765
H -1.7140 2.7734 1.6231
H -1.2677 3.6914 -1.0925
H -2.3524 2.2713 -1.0613
H -1.7200 4.6754 -3.3327
H -1.6814 4.4007 -5.7864
H -1.3089 2.1731 -6.7721
H -0.9797 0.2143 -5.3115
H -0.6529 -0.6960 -3.0510
H -1.9541 -0.0232 -2.0546
H 1.0207 0.5986 -1.8589
H 1.8583 -0.7876 -0.5060
H 3.3694 -2.0185 0.5983
H 3.8885 -3.6874 2.3412
H 0.5575 -6.0242 4.0934
H 1.8219 -6.1283 5.3429
H 0.7495 -4.7080 5.2869
H -0.2678 -3.9661 3.2881
H -0.7774 -2.3269 1.5649
*
```


Formula: C19H22N2O4S
Source: OMol25
Level of theory: ωB97M-V/def2-TZVPD

Computed properties:
Largest force on an atom (Eh/bohr): 0.09245
Orbital gap (eV): 8.231
E (eV): -42061.7397
Structure (SMILES): CCOc1ccc(C(C)=O)cc1Nc1ccc2c(c1)N(S(C)(=O)=O)CC2

```
! wB97M-V def2-TZVPD RIJCOSX def2/J DEFGRID3
* xyz 0 1
C 3.2753 4.7667 1.7929
C 3.2814 3.8147 0.6000
O 3.3565 2.4399 1.0246
C 2.2343 1.9647 1.5726
C 1.9072 1.9525 2.9676
C 0.7235 1.5155 3.4986
C -0.3441 1.2886 2.6433
C -1.7249 0.8512 3.1388
C -2.8420 0.0666 2.1872
O -1.9529 0.9216 4.3626
C -0.0338 1.3295 1.2838
C 1.2983 1.3712 0.7232
N 1.6048 1.1787 -0.6674
C 0.8375 0.3844 -1.4550
C 0.3503 0.8246 -2.6835
C -0.3945 0.0389 -3.5920
C -0.6557 -1.2641 -3.1641
C -0.2737 -1.6883 -1.9358
C 0.5318 -0.9010 -1.0176
N -0.7989 -2.9685 -1.6644
S -1.5427 -3.3759 -0.1899
C -1.7928 -5.1046 -0.2942
O -0.6770 -3.0032 0.9494
O -2.8480 -2.7595 -0.1437
C -1.5674 -3.4583 -2.9011
C -1.6158 -2.1444 -3.8445
H 2.2612 4.5860 2.2268
H 3.3718 5.7992 1.4862
H 4.1379 4.6932 2.4127
H 4.1980 4.1512 -0.0447
H 2.3578 4.0433 -0.0455
H 2.6993 2.2566 3.6664
H 0.6858 1.2569 4.5430
H -3.0752 -0.9408 2.6955
H -2.4970 -0.2658 1.2295
H -3.6998 0.6244 2.2109
H -0.8797 1.1130 0.6644
H 2.3898 1.7469 -1.0205
H 0.5325 1.8819 -2.9324
H -0.7080 0.5814 -4.5868
H 0.8604 -1.2501 0.0102
H -1.6526 -5.4611 0.7134
H -2.7579 -5.2006 -0.5887
H -1.1688 -5.3895 -1.0761
H -0.9304 -4.2750 -3.3451
H -2.6262 -3.9420 -2.7659
H -1.2032 -2.2793 -4.8091
H -2.6326 -1.7712 -3.8356
*
```


Formula: C19H22N2O5
Source: OMol25
Level of theory: ωB97M-V/def2-TZVPD

Computed properties:
Largest force on an atom (Eh/bohr): 0.02788
Orbital gap (eV): 8.099
E (eV): -33275.8039
Structure (SMILES): COc1cc([N+](=O)[O-])ccc1NC(=O)CCCOc1cc(C)ccc1C

```
! wB97M-V def2-TZVPD RIJCOSX def2/J DEFGRID3
* xyz 0 1
C -1.0018 1.2021 3.0531
O -0.2916 0.2184 2.3325
C -0.9847 -0.5531 1.4503
C -2.3293 -0.4279 1.1766
C -2.9251 -1.2911 0.2574
N -4.3105 -1.1148 -0.0521
O -4.8187 -1.8812 -0.8459
O -4.9016 -0.1996 0.4890
C -2.2003 -2.2970 -0.3650
C -0.8516 -2.4207 -0.0999
C -0.2254 -1.5435 0.7789
N 1.1401 -1.5280 1.0052
C 2.1057 -2.3357 0.4636
O 1.8771 -3.3912 -0.0798
C 3.4938 -1.7281 0.5504
C 3.8773 -1.1863 -0.8391
C 2.7153 -0.4526 -1.5113
O 2.2865 0.5952 -0.6682
C 1.0256 1.1124 -0.7996
C 0.0544 0.6404 -1.6697
C -1.2225 1.1916 -1.6851
C -2.2571 0.6574 -2.6278
C -1.5065 2.2505 -0.8393
C -0.5274 2.7480 0.0050
C 0.7364 2.1895 0.0527
C 1.7893 2.6983 0.9888
H -0.2660 1.6854 3.6931
H -1.7827 0.7514 3.6719
H -1.4424 1.9407 2.3796
H -2.9450 0.3248 1.6407
H -2.6974 -2.9593 -1.0559
H -0.2663 -3.1887 -0.5778
H 1.4434 -0.7052 1.5108
H 4.2079 -2.4983 0.8417
H 3.5188 -0.9204 1.2807
H 4.7289 -0.5133 -0.7375
H 4.1604 -2.0151 -1.4884
H 3.0377 -0.0434 -2.4790
H 1.9068 -1.1683 -1.6949
H 0.2663 -0.1669 -2.3535
H -2.1365 1.1124 -3.6113
H -2.1607 -0.4201 -2.7431
H -3.2591 0.8875 -2.2741
H -2.4910 2.6937 -0.8443
H -0.7502 3.5936 0.6411
H 2.7343 2.8164 0.4626
H 1.4948 3.6525 1.4177
H 1.9507 1.9873 1.7992
*
```


Formula: C19H22N2O6
Source: OMol25
Level of theory: ωB97M-V/def2-TZVPD

Computed properties:
Largest force on an atom (Eh/bohr): 0.02417
Orbital gap (eV): 9.027
E (eV): -35324.9444
Structure (SMILES): CCCOc1ccc(C(=O)CCC(=O)OCC(=O)Nc2cc(C)on2)cc1

```
! wB97M-V def2-TZVPD RIJCOSX def2/J DEFGRID3
* xyz 0 1
C 5.2815 0.5414 1.1140
C 4.8976 0.1115 -0.2969
C 4.9455 -1.4118 -0.4429
O 4.0367 -2.0728 0.4188
C 2.7121 -2.0280 0.1647
C 1.8883 -2.5440 1.1755
C 0.5208 -2.5326 1.0481
C -0.0766 -1.9981 -0.0991
C -1.5222 -1.8491 -0.2666
O -1.9928 -1.1568 -1.1565
C -2.4451 -2.5153 0.7344
C -3.8962 -2.3609 0.2845
C -4.2257 -0.9364 -0.1136
O -4.9623 -0.6273 -1.0084
O -3.6684 -0.0487 0.7363
C -3.9038 1.3295 0.4851
C -2.5969 2.1199 0.4813
O -2.4826 3.1663 1.0762
N -1.6147 1.5367 -0.2553
C -0.3163 1.9849 -0.3316
C 0.2714 3.1315 0.2702
C 1.5751 3.0667 -0.1224
C 2.7391 3.9503 0.1287
O 1.7557 1.9768 -0.8917
N 0.5775 1.3124 -1.0194
C 0.7516 -1.5209 -1.1190
C 2.1228 -1.5371 -0.9997
H 5.2309 1.6230 1.2132
H 4.6045 0.0966 1.8393
H 6.2947 0.2223 1.3490
H 5.5890 0.5435 -1.0227
H 3.8928 0.4705 -0.5278
H 4.7778 -1.7087 -1.4849
H 5.9261 -1.7830 -0.1314
H 2.3611 -2.9361 2.0625
H -0.0834 -2.9157 1.8556
H -2.2986 -2.0191 1.6966
H -2.1887 -3.5695 0.8458
H -4.5734 -2.6465 1.0918
H -4.1035 -2.9901 -0.5818
H -4.5475 1.7304 1.2742
H -4.4095 1.4362 -0.4839
H -1.7988 0.6677 -0.7555
H -0.2184 3.8566 0.8816
H 2.8712 4.6408 -0.7040
H 3.6439 3.3544 0.2216
H 2.5786 4.5247 1.0360
H 0.2934 -1.1225 -2.0097
H 2.7182 -1.1481 -1.8090
*
```